Density functional theory data (wB97M-V/def2-TZVPD) for an isolated ion of composition C5H10O2 and charge -2.

```
17
Properties=species:S:1:pos:R:3:forces:R:3
O -2.998 -2.256 0.045 0.014 2.466 0.956
C -2.286 -1.062 0.438 -1.157 -2.154 -2.508
C -0.990 -1.081 -0.475 0.770 3.447 2.905
C 0.151 -0.279 0.390 0.097 -0.722 -1.189
C 0.964 0.582 -0.595 2.266 0.808 1.420
C 2.095 1.533 0.103 2.380 -2.027 -2.384
O 3.423 1.072 -0.238 -1.579 0.936 0.060
H -2.179 -1.039 1.549 0.767 -0.078 -0.331
H -2.723 0.031 0.221 -0.043 -1.558 0.155
H -1.156 -0.329 -1.326 0.118 -1.719 0.714
H -0.713 -2.082 -0.722 -0.024 -0.505 -0.456
H -0.482 0.242 1.141 0.769 0.490 -0.518
H 0.954 -0.805 1.004 -1.274 -0.192 -0.798
H 1.532 -0.025 -1.398 -0.815 0.696 1.515
H 0.371 1.293 -1.121 -1.130 0.381 -0.621
H 1.896 2.583 -0.178 -0.076 0.291 -0.672
H 2.142 1.623 1.159 -1.082 -0.561 1.750
```
Forces are in eV/Å.

## Properties
Total charge: -2
Strongest force on any atom (eV/Å): 4.57
Energy relative to the best compared isomer or geometry (same formula, charge and spin) (kJ/mol): 184.6
E_HOMO (eV): 0.671
Gap between HOMO and LUMO (eV): 6.495
E_LUMO (eV): 7.2
Structure (SMILES): [O-]CCCCC[O-]

Here are the Mulliken charges for atoms 1 to 5, given in e: O -0.975; C -0.397; C -0.452; C -0.513; C -0.526